Record 1
The following is a quantum chemistry calculation of the molecule C2H4OS2, from OMol25.

Last columns: bonded neighbours and bond lengths (Å).
Positions of all 9 atoms, in Å:
1 O -0.6211 1.5746 -0.0096  C2 1.253, H6 0.883
2 C -0.8284 0.3410 0.0704  O1 1.253, S3 1.709, C4 1.517
3 S -2.3549 -0.3074 -0.3399  C2 1.709
4 C 0.2661 -0.5999 0.5380  C2 1.517, S5 1.843, H7 1.170, H8 1.143
5 S 1.7785 -0.0654 -0.3706  C4 1.843, H9 1.429
6 H 0.2250 1.7740 -0.1647  O1 0.883
7 H 0.0229 -1.6624 0.1128  C4 1.170
8 H 0.5212 -0.5741 1.6516  C4 1.143
9 H 0.9908 -0.4804 -1.4879  S5 1.429

Results
structure (SMILES)	OC(=S)CS
energy relative to the best compared isomer or geometry (same formula, charge and spin)	1.173	eV
Kohn-Sham gap	8.74	eV
LUMO level	0.042	eV

Record 2
The following is a quantum chemistry calculation of a cluster of 2 separate species, C5H11NO in total, from OMol25.

Last columns: bonded neighbours and bond lengths (Å).
Positions of all 18 atoms, in Å:
1 C 1.6503 -0.7175 -1.7161  C2 1.333, H7 1.068, H8 1.071
2 C 1.1349 -1.5332 -0.7969  C1 1.333, C3 1.439, H9 1.223
3 C 0.8888 -1.3926 0.6142  C2 1.439, C4 1.453, H10 1.116, H11 1.140
4 C -0.1331 -0.3790 0.8104  C3 1.453, C5 1.364, H12 1.097
5 C -1.4234 -0.8002 0.9445  C4 1.364, N6 1.426, H13 1.114
6 N -2.4821 0.1456 1.0797  C5 1.426, H14 0.975, H15 1.014
7 H 1.7228 -1.0205 -2.7376  C1 1.068
8 H 2.0323 0.2221 -1.3717  C1 1.071
9 H 0.8179 -2.6733 -1.1060  C2 1.223
10 H 0.6718 -2.3460 1.1511  C3 1.116
11 H 1.9303 -1.1506 1.0110  C3 1.140
12 H 0.1635 0.6691 0.9382  C4 1.097
13 H -1.9238 -1.7766 0.7519  C5 1.114
14 H -3.3055 0.0044 0.5778  N6 0.975
15 H -2.3138 1.1270 1.2722  N6 1.014
16 O 0.0968 3.7534 -0.1436  H17 0.922, H18 0.954
17 H -0.4855 3.8142 -0.8562  O16 0.922
18 H 0.9579 4.0538 -0.4228  O16 0.954

Results
structure (SMILES)	C=CC/C=C/N.O
energy relative to the best compared isomer or geometry (same formula, charge and spin)	3.237	eV
Kohn-Sham gap	8.52	eV
LUMO level	0.805	eV

Record 3
The following is a quantum chemistry calculation of a cluster of 2 separate species, C2H5IN2OS in total, from OMol25.

Last columns: bonded neighbours and bond lengths (Å).
Positions of all 12 atoms, in Å:
1 N 1.0335 2.3036 1.3442  C2 1.193, H4 1.035
2 C 1.4321 2.1800 0.2263  N1 1.193, O3 1.163
3 O 1.6397 2.1040 -0.9153  C2 1.163
4 H 1.5890 2.4066 2.2117  N1 1.035
5 C -1.8568 -1.4642 0.1530  S6 1.805, H9 1.152, H10 1.083, H11 1.091
6 S -1.1445 -0.0945 -0.7824  C5 1.805, N7 1.679
7 N 0.2605 -0.8037 -1.3669  S6 1.679, I8 2.277, H12 0.977
8 I 1.9585 -1.3594 0.0450  N7 2.277
9 H -0.9043 -1.7997 0.7076  C5 1.152
10 H -2.1581 -2.2840 -0.4872  C5 1.083
11 H -2.6691 -1.0148 0.7260  C5 1.091
12 H 0.8194 -0.1738 -1.8620  N7 0.977

Results
structure (SMILES)	N=C=O.CSNI
energy relative to the best compared isomer or geometry (same formula, charge and spin)	0.440	eV
Kohn-Sham gap (alpha / beta)	7.35 / 7.35	eV
LUMO level (alpha / beta)	-0.938 / -0.939	eV

Record 4
The following is a quantum chemistry calculation of the ion C38H48BrN2O5 with charge +1, from OMol25.

Last columns: bonded neighbours and bond lengths (Å).
Positions of all 94 atoms, in Å:
1 C 2.4824 2.7165 3.8521  C2 1.561, H47 1.099, H48 1.099, H49 1.098
2 C 2.9495 4.0309 3.1518  C1 1.561, C3 1.544, H50 1.097, H51 1.097
3 C 2.9705 3.8680 1.6164  C2 1.544, C4 1.556, H52 1.101, H53 1.104
4 C 1.5615 3.5582 1.0326  C3 1.556, C5 1.557, H54 1.100, H55 1.101
5 C 0.5290 4.6708 1.3784  C4 1.557, C6 1.551, H56 1.101, H57 1.102
6 C -0.3388 5.0979 0.1656  C5 1.551, C7 1.552, H58 1.102, H59 1.100
7 C -0.9579 3.8805 -0.5715  C6 1.552, C8 1.561, H60 1.100, H61 1.096
8 C -2.0245 3.1849 0.3312  C7 1.561, C9 1.557, H62 1.098, H63 1.102
9 C -1.8292 1.6417 0.3902  C8 1.557, C10 1.544, H64 1.103, H65 1.096
10 C -3.1536 1.0134 0.8751  C9 1.544, C11 1.580, H66 1.096, H67 1.103
11 C -3.1296 -0.5650 0.9379  C10 1.580, C12 1.517, H68 1.092, H69 1.098
12 C -2.1069 -1.2024 0.0160  C11 1.517, C13 1.411, C37 1.395
13 C -2.4053 -1.2327 -1.3628  C12 1.411, C14 1.521, C22 1.402
14 C -3.6727 -0.6228 -1.9428  C13 1.521, O15 1.194, O16 1.410
15 O -4.7851 -0.8638 -1.5835  C14 1.194
16 O -3.4735 0.2389 -3.0407  C14 1.410, N17 1.409
17 N -3.0687 1.5220 -2.6215  O16 1.409, C18 1.473, C19 1.456
18 C -1.8255 1.8312 -3.3478  N17 1.473, H70 1.092, H71 1.104, H72 1.100
19 C -4.1629 2.4189 -2.9643  N17 1.456, C20 1.521, O21 1.208
20 C -3.9476 3.8206 -3.5139  C19 1.521, H73 1.095, H74 1.099, H75 1.100
21 O -5.2906 2.0064 -2.8289  C19 1.208
22 C -1.4909 -1.8433 -2.2321  C13 1.402, C23 1.531, C27 1.372
23 C -1.6871 -1.9275 -3.7486  C22 1.531, C24 1.533, H76 1.098, H77 1.098
24 C -3.0045 -2.6103 -4.1336  C23 1.533, O25 1.193, Br26 1.958
25 O -3.6977 -3.1853 -3.3520  C24 1.193
26 Br -3.4847 -2.4192 -6.0220  C24 1.958
27 C -0.3514 -2.4010 -1.7107  C22 1.372, N28 1.329, H78 1.087
28 N -0.0630 -2.3518 -0.4146  C27 1.329, C29 1.483, C37 1.352
29 C 1.1737 -2.9650 0.1267  N28 1.483, C30 1.519, H79 1.093, H80 1.097
30 C 2.2194 -3.3001 -0.9226  C29 1.519, C31 1.384, C35 1.404
31 C 2.2127 -4.5839 -1.4405  C30 1.384, C32 1.392, H81 1.093
32 C 3.1553 -4.9749 -2.3866  C31 1.392, C33 1.383, H82 1.088
33 C 4.1030 -4.0525 -2.7918  C32 1.383, C34 1.386, H83 1.089
34 C 4.0965 -2.7601 -2.2903  C33 1.386, C35 1.382, H84 1.091
35 C 3.1627 -2.3545 -1.3556  C30 1.404, C34 1.382, C36 1.531
36 C 3.1202 -0.9509 -0.7446  C35 1.531, H85 1.100, H86 1.100, H87 1.093
37 C -0.9067 -1.7587 0.4591  C12 1.395, N28 1.352, C38 1.518
38 C -0.5939 -1.6650 1.9413  C37 1.518, C39 1.564, H88 1.102, H89 1.091
39 C -0.6001 -3.0363 2.6928  C38 1.564, O40 1.205, C41 1.532
40 O -1.5926 -3.7024 2.8496  C39 1.205
41 C 0.7449 -3.4825 3.2755  C39 1.532, C42 1.384, C46 1.389
42 C 1.3226 -4.7102 3.0041  C41 1.384, C43 1.387, H90 1.090
43 C 2.5627 -4.9622 3.5725  C42 1.387, C44 1.379, H91 1.089
44 C 3.2055 -4.0336 4.3632  C43 1.379, C45 1.394, H92 1.090
45 C 2.6228 -2.8008 4.6539  C44 1.394, C46 1.384, H93 1.086
46 C 1.3854 -2.5539 4.0860  C41 1.389, C45 1.384, H94 1.094
47 H 1.4948 2.8301 4.3195  C1 1.099
48 H 2.4397 1.9043 3.1124  C1 1.099
49 H 3.1994 2.4828 4.6506  C1 1.098
50 H 2.2347 4.8202 3.4162  C2 1.097
51 H 3.9563 4.3431 3.4560  C2 1.097
52 H 3.3509 4.7731 1.1170  C3 1.101
53 H 3.6175 3.0340 1.2927  C3 1.104
54 H 1.6930 3.4802 -0.0563  C4 1.100
55 H 1.1589 2.6128 1.4265  C4 1.101
56 H 1.0480 5.5560 1.7765  C5 1.101
57 H -0.1608 4.3455 2.1732  C5 1.102
58 H -1.1901 5.6838 0.5496  C6 1.102
59 H 0.2229 5.7238 -0.5438  C6 1.100
60 H -1.5033 4.2879 -1.4360  C7 1.100
61 H -0.2031 3.1514 -0.8878  C7 1.096
62 H -2.0354 3.5984 1.3478  C8 1.098
63 H -3.0208 3.3471 -0.1113  C8 1.102
64 H -1.0436 1.3541 1.1096  C9 1.103
65 H -1.5688 1.3325 -0.6289  C9 1.096
66 H -3.5038 1.4074 1.8358  C10 1.096
67 H -3.9230 1.2851 0.1336  C10 1.103
68 H -3.0851 -0.9076 1.9739  C11 1.092
69 H -4.1086 -0.8872 0.5582  C11 1.098
70 H -1.5453 2.8817 -3.2436  C18 1.092
71 H -1.9798 1.6225 -4.4209  C18 1.104
72 H -0.9803 1.2479 -2.9538  C18 1.100
73 H -4.8202 4.4411 -3.2847  C20 1.095
74 H -3.0757 4.3459 -3.0992  C20 1.099
75 H -3.8304 3.8272 -4.6077  C20 1.100
76 H -1.7264 -0.8914 -4.1109  C23 1.098
77 H -0.8028 -2.4202 -4.1732  C23 1.098
78 H 0.3159 -2.8929 -2.4145  C27 1.087
79 H 1.6519 -2.3592 0.9005  C29 1.093
80 H 0.8770 -3.9105 0.5981  C29 1.097
81 H 1.4747 -5.3302 -1.1363  C31 1.093
82 H 3.1114 -5.9968 -2.7569  C32 1.088
83 H 4.8545 -4.3655 -3.5156  C33 1.089
84 H 4.8551 -2.0635 -2.6501  C34 1.091
85 H 3.0868 -1.0830 0.3467  C36 1.100
86 H 2.2036 -0.4269 -1.0534  C36 1.100
87 H 4.0282 -0.4113 -1.0260  C36 1.093
88 H 0.4149 -1.2298 2.0209  C38 1.102
89 H -1.2573 -0.9875 2.4799  C38 1.091
90 H 0.8282 -5.4349 2.3569  C42 1.090
91 H 3.0868 -5.8984 3.3859  C43 1.089
92 H 4.1925 -4.2233 4.7852  C44 1.090
93 H 3.1117 -2.0445 5.2612  C45 1.086
94 H 0.9201 -1.5830 4.2779  C46 1.094

Results
Kohn-Sham gap	8.11	eV
LUMO level	-4.144	eV
total charge	+1